{
  "formula": "C4H9O3Tb",
  "method": "ωB97M-V/def2-TZVPD",
  "multiplicity": 7,
  "lumo_energy_ev": [-11.2659, -11.3279],
  "charge": 2,
  "e_tot_ev": -32851.2604,
  "homo_lumo_gap_ha": [0.1314, 0.1291],
  "symbols": ["O", "C", "C", "C", "C", "O", "H", "H", "H", "H", "H", "H", "H", "H", "Tb", "O", "H"],
  "positions_angstrom": [[1.526630, 0.555076, -0.432377], [0.113858, 0.628817, -0.269690], [-0.447315, -0.730188, 0.102279], [-1.974118, -0.774556, 0.009240], [-2.675163, 0.075066, 1.032183], [-3.647562, 0.756391, 0.800810], [2.262935, -0.045489, 0.234037], [-0.341054, 0.992962, -1.203857], [-0.101115, 1.372032, 0.513227], [-0.119159, -0.990157, 1.120677], [-0.048041, -1.492130, -0.584505], [-2.333587, -0.505484, -0.993020], [-2.300467, -0.025795, 2.077726], [-2.298966, -1.808543, 0.216682], [3.199041, 1.472190, -1.953534], [4.187512, 0.172185, -0.575506], [4.996566, 0.347621, -0.094375]],
  "forces_ev_per_a": [[5.9, -0.8, 0.0], [-1.7, -0.2, 1.1], [0.0, -0.3, -0.1], [-0.1, -0.2, -0.2], [-1.1, 0.5, 0.4], [1.0, -0.5, 0.0], [-3.6, 2.2, -2.3], [0.5, -0.1, 0.0], [0.1, -0.2, -0.2], [-0.1, 0.0, -0.2], [0.0, 0.2, 0.2], [0.1, -0.1, 0.2], [0.0, 0.1, -0.2], [0.1, 0.3, -0.1], [0.2, -3.3, 3.8], [-2.0, 2.7, -2.9], [0.7, -0.2, 0.4]],
  "lowdin_charge": [-0.33, -0.23, -0.18, -0.15, -0.27, 0.09, 0.25, 0.14, 0.15, 0.13, 0.13, 0.13, 0.14, 0.14, 2.25, -0.42, 0.04]
}

---

{
  "formula": "C47H93N9O19",
  "method": "ωB97M-V/def2-TZVPD",
  "lumo_energy_ev": 0.1750,
  "charge": 0,
  "e_tot_ev": -102560.8278,
  "homo_lumo_gap_ha": 0.3273,
  "symbols": ["O", "C", "O", "C", "C", "C", "H", "H", "H", "H", "H", "H", "O", "C", "O", "C", "C", "C", "H", "H", "H", "H", "H", "H", "O", "C", "O", "C", "C", "C", "H", "H", "H", "H", "H", "H", "O", "C", "O", "C", "C", "C", "H", "H", "H", "H", "H", "H", "O", "C", "O", "C", "C", "C", "H", "H", "H", "H", "H", "H", "C", "O", "N", "C", "C", "H", "H", "H", "H", "H", "H", "H", "C", "O", "N", "C", "C", "H", "H", "H", "H", "H", "H", "H", "C", "O", "N", "C", "C", "H", "H", "H", "H", "H", "H", "H", "C", "O", "N", "C", "C", "H", "H", "H", "H", "H", "H", "H", "C", "O", "N", "C", "C", "H", "H", "H", "H", "H", "H", "H", "C", "O", "N", "C", "C", "H", "H", "H", "H", "H", "H", "H", "C", "O", "N", "C", "C", "H", "H", "H", "H", "H", "H", "H", "C", "O", "N", "C", "C", "H", "H", "H", "H", "H", "H", "H", "C", "O", "N", "C", "C", "H", "H", "H", "H", "H", "H", "H"],
  "positions_angstrom": [[4.072186, -0.851902, -4.863160], [3.682285, 0.007860, -5.506408], [3.431001, -0.113651, -6.914677], [2.561463, 0.926053, -7.429039], [3.030474, 2.068225, -6.575402], [3.257202, 1.410577, -5.194588], [1.557954, 0.579931, -7.252727], [2.726037, 1.049716, -8.512004], [2.456510, 3.036265, -6.544177], [3.943795, 2.468550, -7.060508], [2.279811, 1.355648, -4.729270], [3.924310, 1.865838, -4.534946], [-4.542894, -0.417896, -1.105990], [-5.671259, -0.836968, -1.070556], [-6.716190, 0.097174, -0.944950], [-7.981985, -0.607708, -0.956680], [-7.690232, -1.886634, -1.722318], [-6.307847, -2.146985, -1.170496], [-8.621124, 0.101863, -1.521434], [-8.222341, -0.755236, 0.133106], [-7.625853, -1.646428, -2.795930], [-8.424631, -2.710157, -1.562271], [-5.696853, -2.899707, -1.656524], [-6.383744, -2.458795, -0.110694], [-3.839699, 5.876774, -0.890851], [-3.750037, 4.846166, -0.247693], [-3.032400, 4.818088, 0.919597], [-2.985584, 3.468554, 1.372219], [-4.243979, 2.820764, 0.925820], [-4.346696, 3.401314, -0.505467], [-2.760157, 3.543300, 2.422723], [-2.178571, 3.024146, 0.784124], [-5.058962, 3.169551, 1.539317], [-4.268425, 1.750297, 0.812973], [-5.333805, 3.372275, -0.954751], [-3.656961, 2.856088, -1.139794], [-4.159526, -3.962937, 1.026118], [-3.054652, -3.965156, 0.562532], [-2.342099, -2.813532, 0.392169], [-1.098731, -2.987516, -0.260902], [-0.893775, -4.567817, -0.306580], [-2.263999, -5.115492, 0.074333], [-0.267604, -2.552398, 0.280013], [-1.109578, -2.534911, -1.231292], [-0.168196, -4.799075, 0.484591], [-0.454896, -4.905687, -1.248264], [-2.201169, -5.795921, 0.940759], [-2.847649, -5.576361, -0.729951], [5.410886, -1.198516, 1.865610], [4.769677, -2.186868, 1.733569], [5.221771, -3.216780, 0.855000], [4.264589, -4.312778, 0.903583], [3.027011, -3.708892, 1.567217], [3.568108, -2.636574, 2.447068], [4.751148, -5.108727, 1.480066], [4.152209, -4.676805, -0.136682], [2.482023, -4.531520, 2.030243], [2.394221, -3.167255, 0.850128], [3.943157, -2.986523, 3.388771], [2.897784, -1.792212, 2.519881], [0.607560, 2.775573, 5.250419], [0.575003, 3.415768, 6.248643], [0.745732, 1.429664, 5.189916], [0.623844, 0.687712, 3.964710], [0.827031, 0.676875, 6.463054], [0.436903, 3.243961, 4.248524], [-0.335503, 0.139837, 3.887212], [1.445189, -0.065631, 3.860194], [0.656357, 1.305869, 3.099198], [0.395787, 1.320317, 7.204436], [0.198925, -0.191110, 6.417056], [1.884513, 0.409377, 6.728679], [2.957145, 1.695932, 2.173325], [2.231515, 2.362222, 1.404159], [3.597204, 2.191249, 3.216864], [4.462006, 1.323442, 4.043414], [3.356375, 3.526398, 3.723923], [3.208182, 0.630445, 1.890061], [5.420903, 1.830524, 4.142160], [4.642615, 0.436471, 3.490255], [4.116282, 1.121754, 5.059391], [3.366601, 3.438191, 4.806152], [4.199759, 4.159763, 3.429531], [2.444952, 4.024154, 3.428144], [-1.274969, 4.873944, -2.020821], [-1.793214, 3.789191, -2.297723], [-0.135300, 5.082710, -1.297690], [-0.006545, 6.466422, -0.852856], [0.657064, 4.037357, -0.637974], [-1.788048, 5.774490, -2.252079], [0.155462, 6.536012, 0.237105], [-0.944630, 7.054219, -0.963767], [0.810772, 7.065792, -1.319279], [1.741645, 4.218363, -0.795273], [0.479085, 3.900208, 0.479548], [0.359109, 3.065301, -1.065181], [-3.295473, -0.328909, 2.933702], [-2.364051, 0.396503, 3.274407], [-4.531904, -0.171479, 3.431353], [-5.662471, -1.004120, 2.894798], [-4.818285, 0.861938, 4.368179], [-3.335619, -1.173648, 2.186729], [-5.340802, -1.608694, 2.037788], [-6.490174, -0.352415, 2.643479], [-6.024697, -1.713354, 3.675992], [-4.670962, 1.870787, 3.908526], [-5.885311, 0.790119, 4.608860], [-4.129812, 0.818980, 5.223625], [7.012470, 2.979395, -0.698855], [8.214485, 3.175245, -0.486119], [6.389910, 1.775907, -0.745049], [4.948390, 1.677459, -0.810086], [7.117724, 0.557978, -0.536160], [6.330263, 3.812687, -0.866879], [4.477609, 0.875576, -0.195608], [4.580840, 1.481726, -1.833366], [4.611591, 2.697882, -0.702474], [6.944362, -0.136641, -1.415330], [8.170304, 0.748599, -0.475185], [6.705606, 0.021804, 0.286544], [2.341234, -3.458042, -2.546245], [1.294083, -2.918289, -2.183266], [3.570335, -2.903786, -2.342282], [4.833894, -3.553814, -2.823629], [3.752254, -1.589118, -1.808695], [2.442289, -4.460069, -3.108678], [5.234606, -2.745112, -3.475959], [4.629907, -4.478781, -3.358899], [5.423931, -3.816690, -1.938918], [3.751644, -0.811086, -2.563266], [2.963402, -1.350886, -1.055483], [4.770390, -1.342201, -1.469636], [0.436518, -0.179461, 0.493292], [1.541300, -0.667649, 0.634297], [-0.039211, 0.298758, -0.655167], [-1.374225, 0.828147, -0.742896], [0.736821, 0.130598, -1.884470], [-0.208284, -0.106657, 1.388456], [-1.829598, 0.881718, 0.231734], [-1.973523, 0.140761, -1.376695], [-1.378084, 1.739568, -1.314478], [0.409179, -0.751995, -2.462341], [0.645549, 1.037190, -2.551876], [1.724940, -0.056002, -1.598605], [-1.189813, -0.568013, -5.437458], [-0.069388, -0.185994, -5.651090], [-2.307067, 0.191135, -5.393406], [-3.644193, -0.387462, -5.272047], [-2.241167, 1.612438, -5.134675], [-1.398911, -1.652764, -5.272285], [-4.164730, -0.227510, -6.178481], [-4.204507, 0.133296, -4.482641], [-3.580776, -1.478312, -4.972238], [-2.522967, 1.689800, -4.054440], [-1.290634, 2.088092, -5.263690], [-3.046009, 2.107775, -5.683277], [-0.928962, -5.264200, 3.294051], [0.106672, -5.604666, 2.775228], [-1.383346, -3.971683, 3.460104], [-2.676533, -3.698172, 4.082501], [-0.419419, -2.898237, 3.279515], [-1.653606, -6.057571, 3.584896], [-3.191438, -4.623852, 4.427573], [-3.398840, -3.225320, 3.441308], [-2.648329, -3.248542, 5.056564], [-0.082300, -2.593090, 4.241151], [0.324823, -3.247089, 2.585359], [-0.970725, -2.045952, 2.864327]],
  "forces_ev_per_a": [[1.9, -3.5, 2.5], [-2.8, 3.9, -5.2], [0.5, -1.4, 0.7], [0.7, -0.5, 0.5], [0.5, 2.5, 0.0], [-1.2, 0.0, -1.4], [-0.6, 0.2, 0.1], [0.2, -0.1, 0.5], [-0.3, -1.3, 0.2], [0.1, -0.6, 0.6], [-0.2, -0.2, 0.4], [1.1, 0.9, 1.0], [-0.6, -1.0, 0.1], [-0.1, 3.2, -0.3], [1.0, -1.0, 0.0], [0.0, 1.3, 0.1], [-0.4, -0.2, 0.0], [0.3, -1.9, 0.7], [-0.2, -0.7, 0.9], [-0.4, 0.0, -1.2], [-0.1, -0.2, 0.3], [0.6, 0.7, -0.1], [0.1, 0.1, -0.2], [-0.1, -0.2, -0.3], [-0.1, -1.6, 0.8], [-0.4, 0.7, -0.9], [-0.9, 0.5, -1.1], [1.4, -0.3, -0.3], [-1.0, 0.3, -1.2], [0.5, 1.3, 1.2], [0.0, -0.5, 0.3], [0.4, -0.3, 0.6], [-0.5, 0.0, 0.2], [0.3, -0.5, 0.6], [0.0, 0.3, 0.0], [0.2, 0.1, -0.3], [-0.3, 0.2, 0.2], [0.7, 1.3, -0.4], [-1.0, 0.3, 0.7], [0.7, -2.2, -0.2], [0.4, 1.2, 0.3], [0.4, -0.8, 0.2], [-0.2, 0.2, 0.4], [-0.3, 0.2, -0.6], [-0.2, -0.1, -0.2], [-0.4, 0.1, 0.1], [-0.1, -0.1, -0.6], [0.3, -0.1, 0.1], [0.2, 0.9, 0.0], [1.7, -1.8, -1.7], [-1.0, 1.2, 1.0], [0.8, 0.5, -0.6], [-0.5, -1.1, -0.9], [-0.3, 0.2, 0.0], [-0.3, 0.0, 0.1], [-0.3, 0.3, 0.6], [-0.3, 0.4, 0.2], [0.0, -0.6, -0.2], [-0.1, -0.1, 0.9], [-0.2, 0.2, 0.4], [-0.7, -1.1, -2.3], [0.2, 1.4, 2.1], [0.2, -0.6, 0.7], [0.0, -1.7, 0.1], [0.8, 0.8, -0.8], [0.2, -0.4, 0.2], [0.5, 0.3, 0.3], [-0.4, 0.6, 0.1], [0.1, 0.8, -0.5], [0.1, 0.3, 0.6], [-0.1, -0.7, -0.3], [-0.9, 0.2, -0.2], [-0.6, 0.1, -2.8], [0.6, -0.7, 1.3], [-0.1, -0.7, 1.5], [0.1, 1.4, -0.4], [1.0, 0.2, 0.3], [-0.3, 0.8, 0.6], [0.2, 0.0, 0.1], [0.1, -1.0, -0.3], [-0.5, 0.1, -0.2], [-0.1, 0.2, 0.2], [-0.1, 0.1, 0.1], [-0.2, -0.4, -0.4], [0.2, -2.2, 0.8], [0.9, 0.5, 0.0], [-0.7, 0.8, 0.1], [0.3, 1.3, 0.9], [-0.2, -0.6, 0.5], [-0.3, 1.0, -0.5], [0.1, -0.4, -0.3], [0.5, -0.7, -0.3], [-0.4, -0.7, 0.1], [-0.7, -0.2, 0.1], [0.1, 0.7, -1.3], [0.4, 0.5, -0.1], [-0.6, 0.2, -0.1], [-0.2, -0.8, -0.6], [-1.1, -1.6, -1.2], [0.8, -0.1, 1.3], [-0.2, 1.4, 0.0], [0.9, 0.7, 0.3], [0.0, 0.3, 0.2], [-0.1, 0.1, -0.3], [0.3, 0.5, -0.4], [0.0, -0.6, 0.2], [0.4, 0.0, 0.5], [-0.5, -0.1, 0.0], [1.4, -0.2, 0.5], [-1.5, -0.4, -0.4], [0.1, 0.0, 0.3], [-0.3, 0.2, -1.4], [-0.4, -1.1, -2.0], [-0.3, 0.3, 0.0], [0.6, 1.0, 0.2], [0.4, -0.5, 0.0], [-0.8, 0.0, 1.0], [0.3, 0.7, 0.6], [0.4, 0.1, 0.3], [0.0, -0.3, 1.0], [0.7, 0.5, 0.0], [0.6, -1.0, -0.5], [0.4, -1.7, -0.6], [-1.3, 1.3, 0.2], [-0.4, 1.5, 0.8], [-0.5, 1.1, 0.8], [0.5, -1.1, 0.3], [-0.2, 0.2, -0.3], [0.3, 0.4, -0.3], [-0.9, 0.0, -0.7], [0.9, -0.3, -0.3], [-0.2, -1.2, 0.7], [-0.1, 0.4, 0.4], [1.1, -0.8, 0.2], [0.1, 0.0, -0.1], [-0.4, -1.3, -1.4], [-1.8, 0.7, -0.9], [-0.4, 0.3, -0.4], [-0.1, 0.2, 0.3], [0.0, 0.1, 0.5], [0.0, 0.8, 0.2], [-0.1, 0.4, 0.3], [0.1, -0.8, 0.8], [1.4, 0.1, 0.2], [-1.1, -1.0, 0.0], [1.0, 0.7, 0.1], [0.2, -0.4, 0.0], [1.0, -0.8, 1.6], [-1.5, -0.1, 1.5], [-0.1, 0.3, -0.2], [-0.7, -0.2, -1.0], [0.2, -0.1, 0.0], [-0.1, 1.2, -0.6], [0.3, 0.5, -0.6], [0.5, -0.2, -0.4], [0.3, 0.2, -0.2], [-1.5, 0.2, -0.1], [0.8, 0.3, 0.0], [-0.1, -1.4, 0.3], [-0.4, -1.9, 0.6], [-1.8, 0.3, -0.7], [-0.1, 0.5, 0.2], [0.6, -0.1, -0.9], [0.0, 0.5, -0.4], [0.7, 1.2, 0.3], [0.9, 0.3, 0.7], [0.5, 0.1, 0.0], [0.3, 0.0, -0.2]],
  "lowdin_charge": [0.17, -0.45, -0.03, -0.17, -0.16, -0.06, 0.09, 0.13, 0.13, 0.12, 0.12, 0.10, 0.11, -0.46, -0.03, -0.17, -0.14, -0.11, 0.13, 0.14, 0.13, 0.13, 0.13, 0.13, 0.08, -0.42, 0.01, -0.18, -0.16, -0.03, 0.13, 0.11, 0.11, 0.10, 0.12, 0.09, 0.09, -0.50, 0.00, -0.14, -0.10, -0.07, 0.09, 0.10, 0.09, 0.11, 0.12, 0.14, 0.12, -0.45, -0.02, -0.14, -0.15, -0.09, 0.12, 0.11, 0.11, 0.11, 0.14, 0.10, -0.39, 0.03, -0.16, -0.08, -0.02, 0.14, 0.06, 0.10, 0.05, 0.07, 0.07, 0.10, -0.37, -0.04, -0.15, -0.02, -0.04, 0.12, 0.09, 0.05, 0.09, 0.09, 0.10, 0.08, -0.31, -0.02, -0.16, -0.07, -0.04, 0.11, 0.09, 0.09, 0.09, 0.09, 0.10, 0.06, -0.34, -0.01, -0.18, -0.02, -0.05, 0.13, 0.06, 0.08, 0.10, 0.09, 0.09, 0.10, -0.32, -0.01, -0.19, -0.05, -0.04, 0.13, 0.09, 0.08, 0.07, 0.11, 0.08, 0.05, -0.30, -0.02, -0.17, -0.02, -0.08, 0.15, 0.09, 0.08, 0.08, 0.06, 0.07, 0.08, -0.35, -0.02, -0.14, -0.04, -0.01, 0.13, 0.08, 0.09, 0.05, 0.08, 0.11, 0.03, -0.35, 0.02, -0.19, -0.05, -0.04, 0.14, 0.07, 0.08, 0.11, 0.09, 0.08, 0.09, -0.34, 0.01, -0.15, -0.05, -0.02, 0.14, 0.10, 0.05, 0.08, 0.09, 0.07, 0.07]
}